1.
{
  "formula": "C3H16NO3S",
  "method": "ωB97M-V with the def2-TZVPD basis set",
  "symbols": ["C", "C", "C", "S", "N", "H", "H", "H", "H", "H", "H", "H", "H", "H", "H", "H", "H", "O", "H", "H", "O", "H", "H", "O"],
  "xyz": [[-1.09544, -0.02120, 1.89687], [-0.46872, 0.24480, 0.55719], [-1.44042, 0.94450, -0.40464], [-0.67858, 1.59818, -1.92959], [0.82335, 0.96753, 0.68623], [-1.96275, -0.68124, 1.73093], [-1.52743, 0.83560, 2.42428], [-0.44234, -0.54984, 2.57566], [-0.16207, -0.70795, 0.13659], [-2.19754, 0.22164, -0.70965], [-1.95318, 1.71656, 0.16123], [-1.18058, 2.83077, -1.79510], [1.29746, 1.02542, -0.23320], [0.71516, 1.90863, 1.07662], [1.48064, 0.45864, 1.33952], [1.77625, -3.45826, -2.50109], [3.19798, -2.85353, -2.23683], [2.27192, -2.64089, -2.36893], [0.86227, 3.72744, 2.63846], [0.32945, 4.61669, 1.52336], [0.64138, 3.71703, 1.69405], [-0.50999, -4.70537, -2.73993], [-0.04670, -4.39827, -1.34938], [0.26988, -4.79690, -2.17265]],
  "forces_ev_per_angstrom": [[-1.202, -0.310, 0.339], [0.155, 0.024, -0.379], [0.121, -0.287, 0.278], [-0.148, -0.023, 0.123], [0.135, -0.036, 0.000], [0.168, -0.021, -0.073], [0.441, 0.190, -0.268], [0.356, -0.050, 0.117], [-0.072, -0.255, -0.178], [0.009, -0.101, 0.123], [0.028, 0.324, -0.237], [0.066, 0.115, -0.026], [-0.038, 0.162, 0.129], [-0.054, 0.466, -0.066], [0.054, -0.139, 0.081], [0.154, -0.199, 0.060], [-0.057, -0.232, -0.017], [-0.156, 0.428, -0.009], [0.083, -0.170, -0.045], [-0.013, -0.063, -0.190], [-0.070, 0.150, 0.255], [0.325, -0.141, -0.102], [0.312, -0.107, 0.018], [-0.598, 0.273, 0.068]],
  "lowdin_spin": [0.091, 0.073, 0.038, 0.063, 0.139, 0.010, 0.012, 0.039, 0.024, 0.007, 0.008, 0.010, 0.064, 0.033, 0.182, 0.001, 0.002, 0.030, 0.039, 0.025, 0.095, 0.001, 0.005, 0.011],
  "de_lowest_kj_mol": 107.7,
  "spin_multiplicity": 2,
  "energy_ha": -802.43437,
  "e_homo_ev": [-2.84, -9.63],
  "s_squared": 0.751
}

---

2.
{
  "formula": "C3H16NO5",
  "method": "ωB97M-V with the def2-TZVPD basis set",
  "symbols": ["C", "C", "C", "N", "H", "H", "H", "H", "H", "H", "H", "H", "O", "H", "H", "O", "H", "H", "O", "H", "H", "O", "H", "H", "O"],
  "xyz": [[-0.35324, -1.57925, -1.36748], [-0.62032, -0.63983, -2.24725], [0.41326, -2.02361, 0.81351], [-0.33190, -1.34200, 0.03830], [-0.09395, -2.58530, -1.66817], [-0.83119, 0.40078, -2.07033], [-0.42850, -0.74994, -3.30573], [0.36264, -1.87157, 1.87281], [0.98597, -2.84093, 0.41041], [-0.87634, -0.53937, 0.35493], [2.80692, 1.93013, -1.18867], [2.00779, 2.52211, -0.06210], [2.14941, 1.68724, -0.52607], [-1.19400, 1.02752, 2.00725], [-2.56312, 0.39673, 1.88889], [-1.63465, 0.16627, 2.02507], [0.38240, 3.27795, 2.74883], [0.91299, 2.17234, 3.72573], [0.68633, 2.36876, 2.81168], [-3.40517, -0.51980, -2.27756], [-3.61316, 0.86318, -2.51470], [-3.01026, 0.31822, -1.98958], [2.64102, -0.05797, 0.48933], [3.13668, -1.39388, -0.26330], [2.47037, -0.98777, 0.29422]],
  "forces_ev_per_angstrom": [[0.151, -0.224, -0.294], [1.047, 1.003, -0.628], [-0.535, -0.019, -0.013], [-0.077, -0.280, -0.994], [0.093, -0.020, 0.159], [-0.006, -0.098, 0.784], [-0.341, -0.812, -0.054], [0.158, 0.322, 0.309], [-0.069, -0.124, -0.025], [-0.068, -0.102, 0.743], [-0.016, -0.174, -0.099], [-0.103, -0.139, 0.151], [0.136, 0.387, 0.065], [0.278, 0.024, 0.345], [-0.015, -0.211, 0.098], [-0.092, 0.367, -0.447], [0.090, 0.073, 0.394], [-0.083, 0.305, 0.033], [-0.149, -0.411, -0.549], [0.532, -0.392, 0.504], [0.255, 0.801, 0.287], [-1.453, -0.254, -0.748], [0.305, 0.076, -0.560], [0.343, 0.494, 0.053], [-0.378, -0.592, 0.486]],
  "lowdin_charge": [-0.139, 0.049, 0.124, 0.045, 0.125, 0.067, 0.087, 0.121, 0.117, 0.128, 0.058, 0.050, -0.052, 0.034, 0.070, -0.044, 0.046, 0.052, -0.047, 0.059, 0.061, -0.073, 0.038, 0.071, -0.047],
  "de_lowest_kj_mol": 15.5,
  "energy_ha": -554.57924,
  "e_homo_ev": -13.42,
  "total_charge": 1
}